{"formula": "C9H14", "method": "ωB97M-V/def2-TZVPD", "elements": ["C", "C", "H", "H", "H", "H", "H", "H", "C", "C", "C", "C", "C", "C", "C", "H", "H", "H", "H", "H", "H", "H", "H"], "positions_angstrom": [[3.514833, -1.259921, -0.739130], [2.443711, -2.343761, -0.608344], [3.841352, -0.879359, 0.230674], [4.422271, -1.642197, -1.202896], [3.155960, -0.394684, -1.297813], [1.708559, -2.062271, 0.152098], [1.829990, -2.386273, -1.514327], [2.895764, -3.318070, -0.440153], [-0.810187, 2.348718, -1.432656], [-1.964823, -0.760136, 0.380922], [-1.838969, 0.228925, -0.574325], [-1.275721, -0.655018, 1.577735], [-0.983369, 1.302431, -0.375411], [-0.355276, 0.372344, 1.762262], [-0.233040, 1.358436, 0.806161], [-2.603710, -1.623570, 0.238383], [-2.541558, 0.327757, -1.394102], [-1.535961, -1.285604, 2.416336], [0.139552, 0.456708, 2.725332], [-0.551905, 1.889945, -2.387906], [-0.006304, 3.059147, -1.248778], [0.493293, 2.150886, 0.922088], [-1.701623, 2.964733, -1.556796]], "forces_ev_per_angstrom": [[0.146, 0.093, 0.269], [-0.404, 0.686, -0.376], [-0.126, -0.084, 0.104], [-0.051, 0.020, -0.302], [0.034, -0.073, -0.081], [0.289, -0.336, 0.245], [0.315, -0.223, -0.109], [-0.241, -0.058, 0.261], [0.041, 0.372, -0.390], [-0.140, -0.319, 0.321], [-0.471, 0.651, -0.013], [0.199, 0.237, 0.138], [0.761, 0.110, 0.518], [-0.723, 0.012, 0.623], [0.301, -0.182, -0.784], [-0.252, 0.228, -0.098], [0.230, -0.570, -0.318], [0.288, -0.400, -0.138], [0.146, 0.017, -0.198], [-0.262, -0.037, -0.079], [0.128, -0.118, 0.416], [-0.035, 0.137, 0.121], [-0.173, -0.162, -0.130]], "energy_ev": -9559.845, "e_above_lowest_kcal_mol": 7.8, "total_charge": 0, "homo_lumo_gap_ev": 10.0, "e_lumo_ha": 0.036, "homo_ev": -9.005}